15
Properties=species:S:1:pos:R:3:forces:R:3:mulliken_charge:R:1 method="wB97M-V/def2-TZVPD" largest_force_ev_per_a=0.7 smiles="C=CO.NCO" homo_energy_ev=-9.30 gap_ev=10.0 charge=0 spin_multiplicity=1
C -1.8458 -2.6056 0.5955 0.281 -0.065 -0.540 -0.581
C -0.9346 -2.2983 -0.3179 0.004 0.149 0.071 -0.066
O 0.1651 -1.4973 -0.0892 -0.566 -0.018 -0.035 -0.493
H -2.5807 -3.3372 0.2927 -0.253 0.108 0.213 0.229
H -1.8697 -2.1647 1.5789 0.118 -0.118 0.149 0.263
H -1.0295 -2.6993 -1.3307 0.230 -0.014 0.168 0.310
H 0.0130 -0.6239 -0.5005 0.198 -0.033 0.022 0.387
N 1.0679 2.7510 0.7671 -0.391 -0.265 0.157 -0.584
C 1.3838 1.5852 -0.0004 -0.201 0.001 -0.679 -0.272
O 0.2756 1.1670 -0.8475 0.144 0.075 -0.469 -0.648
H 0.5313 3.3712 0.1643 0.276 0.114 0.109 0.244
H 0.4452 2.5281 1.5378 0.115 -0.094 -0.035 0.271
H 2.2209 1.8269 -0.6577 0.067 -0.112 0.057 0.327
H 1.6167 0.6952 0.5768 0.195 0.314 0.506 0.282
H 0.5408 1.3018 -1.7691 -0.216 -0.043 0.306 0.331



14
Properties=species:S:1:pos:R:3:forces:R:3:mulliken_charge:R:1 method="wB97M-V/def2-TZVPD" largest_force_ev_per_a=0.5 smiles="O=CCC1CC1" homo_energy_ev=-9.71 gap_ev=10.9 charge=0 spin_multiplicity=1
O 2.2549 1.7744 -0.1826 -0.032 -0.468 0.108 -0.466
C 2.0775 0.5848 -0.0889 0.022 0.281 -0.019 -0.028
C 0.9291 -0.0586 0.6520 0.003 0.091 0.066 -0.543
C -0.1820 -0.3149 -0.3544 0.084 -0.047 -0.098 -0.045
C -1.5004 -0.8821 0.0742 -0.101 -0.179 0.074 -0.582
C -1.4045 0.5563 -0.3522 -0.064 0.199 -0.060 -0.630
H 2.7488 -0.1320 -0.6147 -0.040 0.144 0.012 0.348
H 1.2733 -0.9940 1.1124 -0.051 0.106 -0.122 0.264
H 0.5818 0.6202 1.4376 0.042 -0.102 -0.085 0.326
H 0.1652 -0.6395 -1.3345 -0.050 0.025 0.137 0.389
H -1.9807 -1.5844 -0.5998 0.033 0.100 0.126 0.254
H -1.6486 -1.0963 1.1288 0.034 0.062 -0.133 0.243
H -1.8400 0.8516 -1.3013 0.065 -0.086 0.123 0.245
H -1.4745 1.3143 0.4235 0.054 -0.126 -0.128 0.226